(1)
Molecular formula: C38H30NO
Method: DFT, wB97M-V/def2-TZVPD

Computed properties:
Spin multiplicity ... 1
E_tot ... -43423.1584 eV
Gap between HOMO and LUMO ... 4.17 eV
E_LUMO ... -5.153 eV
Charge ... +1

Positions of all 70 atoms, in Å:
C  -3.9956  0.1268  -4.6242
C  -4.3814  -0.6221  -3.5330
C  -3.4320  -1.1399  -2.6798
C  -2.0779  -0.9164  -2.8907
C  -1.1005  -1.5190  -1.9389
C  0.2829  -1.2704  -2.0881
N  1.3079  -1.7892  -1.3045
C  1.0179  -2.5113  -0.1839
C  1.9681  -3.1048  0.6062
C  3.2944  -2.9786  0.2874
C  3.6834  -2.2236  -0.8353
C  2.6828  -1.6302  -1.6436
C  3.1068  -0.9306  -2.7824
C  4.4379  -0.7832  -3.0847
C  5.4142  -1.3543  -2.2721
C  5.0493  -2.0716  -1.1710
O  -1.5448  -2.2463  -1.0407
C  -1.7043  -0.1505  -3.9933
C  -2.6543  0.3691  -4.8470
H  -4.7360  0.5462  -5.2894
H  -5.4293  -0.7988  -3.3511
H  -3.7297  -1.7252  -1.8276
H  0.5743  -0.6427  -2.9069
H  -0.0174  -2.6047  0.0681
H  1.6731  -3.6673  1.4788
H  4.0558  -3.4459  0.8907
H  2.3770  -0.5436  -3.4690
H  4.7301  -0.2546  -3.9832
H  6.4563  -1.2511  -2.5307
H  5.7988  -2.5597  -0.5712
H  -0.6678  0.0427  -4.1970
H  -2.3502  0.9662  -5.6931
C  -1.3549  -1.8769  5.7942
C  -2.2764  -0.9752  5.2863
C  -1.9247  -0.1358  4.2568
C  -0.6283  -0.1651  3.7209
C  -0.2423  0.7009  2.6096
C  -1.2091  1.0363  1.6331
C  -1.0059  1.8999  0.5959
C  -1.9643  2.2401  -0.4150
C  -1.6100  3.1814  -1.3902
C  -2.5039  3.5677  -2.3601
C  -3.7768  3.0244  -2.3825
C  -4.1430  2.0831  -1.4373
C  -3.2525  1.6885  -0.4683
C  1.1419  1.1885  2.5389
C  1.8645  1.1887  1.3372
C  3.1456  1.6836  1.2856
C  3.7486  2.1806  2.4272
C  3.0707  2.1550  3.6324
C  1.7912  1.6572  3.6932
C  0.2942  -1.0732  4.2664
C  -0.0710  -1.9244  5.2815
H  -1.6413  -2.5495  6.5843
H  -3.2747  -0.9318  5.6961
H  -2.6310  0.5875  3.8831
H  -2.1782  0.5784  1.7235
H  -0.0535  2.3969  0.5406
H  -0.6245  3.6149  -1.3637
H  -2.2156  4.2976  -3.0994
H  -4.4846  3.3397  -3.1318
H  -5.1311  1.6557  -1.4644
H  -3.5499  0.9495  0.2531
H  1.4229  0.7388  0.4641
H  3.6824  1.6798  0.3502
H  4.7459  2.5868  2.3768
H  3.5468  2.5330  4.5237
H  1.2699  1.6285  4.6352
H  1.2923  -1.1070  3.8593
H  0.6407  -2.6398  5.6645

Atomic forces in eV per Å
-0.1721 0.2864 -0.1689
-0.2087 -0.0300 -0.0508
0.0812 -0.1579 0.3157
0.0985 0.3850 -0.5368
0.8224 -0.4727 0.6383
0.0645 0.8344 -0.7375
0.0688 -0.6333 0.5997
-0.4742 0.6413 -0.6541
1.5187 -0.1223 0.1125
-0.1138 -0.1794 0.4084
-0.4544 -0.0479 0.1437
-0.0229 -0.1305 0.1134
-0.3280 0.1526 -0.3242
-0.4479 0.0516 -0.1647
0.3855 -0.1335 0.2326
-0.2733 0.1079 -0.2784
-0.6542 -0.2987 0.6228
-0.0030 -0.0692 0.1985
0.0593 0.1531 -0.1999
-0.0769 -0.0217 -0.0905
-0.1548 -0.0909 0.0515
0.0165 -0.1710 0.1718
0.3351 -0.0779 0.1224
-0.3915 0.1200 -0.3064
-0.1885 -0.0222 -0.0288
0.1212 -0.0665 0.0931
-0.0714 0.1793 -0.1001
-0.0789 0.0116 0.0360
0.1147 0.0130 -0.0186
0.0441 -0.0658 0.2259
0.2490 0.0675 -0.0970
0.0621 0.0382 -0.1102
-0.0499 -0.0538 -0.0004
-0.2231 -0.0239 0.1299
0.1694 0.2133 -0.3415
0.0426 0.0433 0.1191
-0.1772 0.1756 -0.3485
0.3420 -0.4905 0.7770
-0.2198 0.2691 -0.3239
0.0638 -0.0560 0.0174
0.1780 0.0469 0.1157
0.0959 0.1779 -0.1760
0.0676 0.0737 -0.0474
-0.1987 -0.1684 0.1332
0.0688 -0.0778 0.1116
0.1731 -0.1576 -0.0272
-0.4557 -0.2036 0.1101
0.2705 0.0565 -0.1743
0.0535 0.0897 -0.0668
0.1926 0.1571 0.1029
-0.5402 -0.3309 -0.0229
0.1436 0.4485 -0.3556
0.0738 -0.2253 0.0751
-0.0549 -0.0986 0.1658
-0.0402 0.0111 0.0355
-0.1673 0.0670 -0.0378
-0.0983 -0.2324 0.0652
0.1926 0.2584 -0.0875
0.2321 0.0897 -0.0115
0.0433 0.0808 -0.0747
-0.0830 0.0080 -0.1232
-0.1242 -0.0864 0.0119
-0.1169 -0.1915 0.1214
-0.0783 -0.0779 -0.2612
0.0733 -0.0542 -0.1164
0.1448 0.0120 0.0031
0.0044 0.0177 0.1057
-0.1256 0.0646 0.1708
0.1417 -0.0557 -0.0507
0.0589 -0.0268 0.0570

Charges obtained by Löwdin population analysis, quoted in units of e:
1. C -0.092
2. C -0.089
3. C -0.032
4. C -0.149
5. C -0.395
6. C -0.029
7. N 0.032
8. C -0.014
9. C -0.041
10. C -0.015
11. C -0.153
12. C -0.098
13. C -0.004
14. C -0.057
15. C -0.069
16. C -0.016
17. O -0.016
18. C -0.031
19. C -0.082
20. H 0.106
21. H 0.107
22. H 0.115
23. H 0.064
24. H 0.104
25. H 0.116
26. H 0.117
27. H 0.100
28. H 0.115
29. H 0.112
30. H 0.119
31. H 0.097
32. H 0.106
33. C -0.042
34. C -0.050
35. C -0.008
36. C -0.170
37. C -0.030
38. C 0.006
39. C 0.059
40. C -0.197
41. C -0.008
42. C -0.051
43. C -0.036
44. C -0.055
45. C 0.002
46. C -0.174
47. C -0.032
48. C -0.052
49. C -0.047
50. C -0.051
51. C -0.009
52. C -0.011
53. C -0.052
54. H 0.115
55. H 0.117
56. H 0.119
57. H 0.108
58. H 0.116
59. H 0.120
60. H 0.115
61. H 0.119
62. H 0.117
63. H 0.115
64. H 0.110
65. H 0.114
66. H 0.115
67. H 0.116
68. H 0.126
69. H 0.122
70. H 0.115

---

(2)
Molecular formula: C23H28N2O6S
Method: DFT, wB97M-V/def2-TZVPD

Computed properties:
Spin multiplicity ... 1
Relative energy (zero: lowest compared OMol25 entry of this formula, charge and spin) ... 12.4 kcal/mol
E_tot ... -50406.5797 eV
Gap between HOMO and LUMO ... 8.57 eV
E_LUMO ... 0.456 eV
SMILES ... CCCN(c1ccc(OCC)cc1)S(=O)(=O)c1ccc2c(c1)CCN2C(=O)CCC(=O)O

Positions of all 60 atoms, in Å:
C  -4.7240  -0.9686  -3.3785
C  -3.9154  -1.0245  -2.0876
C  -4.1576  0.2298  -1.2426
N  -3.3104  0.3746  -0.0780
C  -2.0824  1.0328  -0.1428
C  -1.3334  1.1379  -1.3149
C  -0.0940  1.7419  -1.3032
C  0.4401  2.2501  -0.1241
O  1.7275  2.7508  -0.2093
C  2.1964  3.6256  0.8036
C  1.4836  4.9719  0.7897
C  -0.3180  2.1943  1.0366
C  -1.5677  1.6028  1.0193
S  -3.5319  -0.6985  1.2125
O  -3.7370  0.0436  2.4234
O  -4.5613  -1.6138  0.8209
C  -1.9236  -1.4747  1.2742
C  -1.5439  -2.3263  0.2550
C  -0.2208  -2.7143  0.1120
C  0.7065  -2.1882  0.9976
C  0.3048  -1.3807  2.0659
C  -1.0128  -1.0209  2.2171
C  1.5012  -0.9777  2.8735
C  2.6730  -1.3951  1.9707
N  2.0955  -2.2763  0.9559
C  2.7921  -2.8782  -0.0565
O  2.3016  -3.7213  -0.7726
C  4.2215  -2.3972  -0.2710
C  4.2109  -1.3528  -1.4053
C  3.1651  -0.2821  -1.1662
O  1.9782  -0.4692  -1.2362
O  3.6945  0.8968  -0.8533
H  -4.4277  -0.1140  -3.9840
H  -5.7849  -0.8809  -3.1575
H  -4.5685  -1.8725  -3.9620
H  -4.2207  -1.8923  -1.5030
H  -2.8535  -1.1209  -2.3215
H  -4.0314  1.1292  -1.8525
H  -5.1854  0.2062  -0.8717
H  -1.7088  0.7447  -2.2445
H  0.4883  1.8035  -2.2084
H  2.1162  3.1528  1.7903
H  3.2571  3.7609  0.5734
H  1.9147  5.6222  1.5456
H  0.4224  4.8482  0.9913
H  1.5967  5.4389  -0.1854
H  0.0432  2.6074  1.9656
H  -2.1656  1.5792  1.9147
H  -2.2932  -2.6783  -0.4344
H  0.0912  -3.3621  -0.6889
H  -1.3511  -0.3936  3.0248
H  1.5182  -1.5146  3.8247
H  1.5089  0.0899  3.0886
H  3.1203  -0.5142  1.4984
H  3.4459  -1.9285  2.5296
H  4.8182  -3.2503  -0.5963
H  4.6669  -1.9769  0.6274
H  5.1924  -0.8892  -1.5001
H  3.9473  -1.8586  -2.3358
H  2.9848  1.5715  -0.7143

Atomic forces in eV per Å
0.1814 -0.0542 0.1998
-0.1334 0.1905 -0.1221
-0.3904 -0.4594 -0.2619
-0.3351 -0.7379 0.7827
0.6352 0.6380 0.2258
-0.1362 -0.0331 0.1190
0.1395 0.2153 0.1728
-0.2393 -0.1296 -0.1635
-0.1545 -0.2133 -0.2154
0.0793 0.4238 0.2889
0.0660 -0.3820 -0.1091
0.3614 0.1065 -0.0549
-0.0467 0.1779 -0.2707
0.2351 0.0877 -0.1211
0.3040 0.0202 0.0105
0.0644 -0.1018 -0.2850
-0.6571 0.2768 0.1940
-0.0167 -0.0784 0.0061
-0.0583 -0.0805 -0.1639
-0.5061 0.1702 0.1449
0.0041 -0.1599 -0.1838
0.0968 -0.2009 0.0538
-0.0401 -0.1083 0.0522
0.4410 0.2636 0.1910
-0.1180 -0.2355 0.1912
0.4469 -0.1386 0.2374
-0.0636 -0.0892 -0.2660
-0.1632 -0.0370 -0.1679
-0.0184 0.0951 0.0429
0.0722 -0.0648 -0.1842
-0.1373 -0.0921 -0.1127
0.3466 0.5445 0.1097
-0.0126 0.0834 -0.1139
-0.1563 0.0122 -0.0399
-0.0495 -0.0436 -0.1049
0.1139 -0.0046 -0.0407
0.0397 -0.0424 0.0480
-0.0144 -0.0124 0.1273
-0.0223 0.1097 -0.2488
-0.0557 -0.1062 -0.1199
0.0731 -0.0109 -0.0919
0.0556 -0.0168 -0.1075
-0.1135 -0.0558 0.1098
0.0278 0.0842 0.0894
-0.0675 0.0610 0.0382
0.0109 0.0709 -0.0672
0.0616 0.0696 0.0815
-0.0021 0.0758 0.0888
-0.0510 -0.0567 -0.1833
-0.0204 -0.0301 -0.0142
0.0213 0.1484 0.0915
0.0522 0.0341 0.0048
0.0535 0.0190 0.0197
0.0080 -0.0509 0.0573
-0.0342 0.1432 -0.0643
-0.0782 0.0387 0.0950
0.0142 -0.0075 0.0159
-0.0469 -0.0721 -0.0482
0.0052 0.0526 0.0414
-0.0719 -0.3064 -0.0044

Charges obtained by Löwdin population analysis, quoted in units of e:
1. C -0.101
2. C -0.256
3. C -0.198
4. N -0.164
5. C -0.264
6. C 0.011
7. C 0.001
8. C -0.261
9. O -0.111
10. C -0.240
11. C -0.055
12. C -0.008
13. C -0.027
14. S 0.709
15. O -0.284
16. O -0.275
17. C -0.267
18. C -0.033
19. C 0.039
20. C -0.135
21. C -0.138
22. C -0.013
23. C -0.071
24. C -0.102
25. N 0.028
26. C -0.441
27. O 0.094
28. C -0.072
29. C -0.066
30. C -0.530
31. O 0.126
32. O 0.109
33. H 0.072
34. H 0.076
35. H 0.072
36. H 0.091
37. H 0.099
38. H 0.132
39. H 0.126
40. H 0.109
41. H 0.124
42. H 0.115
43. H 0.127
44. H 0.080
45. H 0.071
46. H 0.083
47. H 0.113
48. H 0.104
49. H 0.107
50. H 0.110
51. H 0.123
52. H 0.123
53. H 0.114
54. H 0.118
55. H 0.128
56. H 0.126
57. H 0.105
58. H 0.121
59. H 0.134
60. H 0.094

---

(3)
Molecular formula: C5H14NO2
Method: DFT, wB97M-V/def2-TZVPD

Computed properties:
Spin multiplicity ... 1
Relative energy (zero: lowest compared OMol25 entry of this formula, charge and spin) ... 16.2 kcal/mol
E_tot ... -10991.1001 eV
Gap between HOMO and LUMO ... 11.62 eV
E_LUMO ... -2.863 eV
Charge ... +1

Positions of all 22 atoms, in Å:
O  2.3598  0.9834  1.1236
C  2.0731  -0.2439  0.4731
C  0.8344  -0.0030  -0.3536
N  -0.3989  -0.0810  0.5369
C  -1.5702  -0.4202  -0.3682
C  -0.9744  -1.0303  -1.6484
C  0.5470  -0.9397  -1.4996
H  3.0484  0.8680  1.7910
H  2.8963  -0.5350  -0.1798
H  1.9730  -1.0456  1.2137
H  0.8673  1.0472  -0.6401
H  -0.3464  -0.7705  1.2622
H  -0.6261  0.8387  0.9368
H  -2.1269  0.4930  -0.5597
H  -2.2192  -1.1054  0.1603
H  -1.3505  -0.5631  -2.5527
H  -1.2907  -2.0589  -1.6631
H  1.0197  -1.9042  -1.3251
H  1.0020  -0.5967  -2.4294
H  -2.6678  2.4459  1.7016
H  -1.2983  2.4552  2.4097
O  -1.7518  2.1662  1.6108

Atomic forces in eV per Å
-0.1636 0.0286 0.2413
0.6958 0.1792 0.1592
-0.1384 0.2406 0.8049
-0.7598 0.6610 -1.3763
0.0271 0.1965 -0.2937
-0.0998 -0.2398 0.6521
0.3476 -0.1786 -0.6284
-0.0697 -0.0351 -0.1876
0.0324 0.0015 -0.2061
-0.3204 -0.1530 -0.1572
0.0004 -0.0149 -0.3118
0.3945 -0.3746 0.5302
0.0445 -0.1276 0.3917
0.1054 0.0793 0.0879
-0.0982 -0.0688 0.1091
0.0232 0.2023 0.0733
-0.0088 -0.4485 -0.3314
-0.2035 -0.2217 0.2096
0.0499 0.2302 0.1632
-0.0201 0.0354 0.0109
-0.1254 0.2058 0.0549
0.2868 -0.1978 0.0042

Charges obtained by Löwdin population analysis, quoted in units of e:
1. O -0.043
2. C -0.208
3. C -0.234
4. N 0.106
5. C -0.083
6. C -0.124
7. C -0.115
8. H 0.107
9. H 0.136
10. H 0.135
11. H 0.170
12. H 0.171
13. H 0.116
14. H 0.126
15. H 0.130
16. H 0.122
17. H 0.112
18. H 0.127
19. H 0.134
20. H 0.073
21. H 0.071
22. O -0.032